Entry 1:
{"formula": "C31H39AuF6N5O7S2", "method": "ωB97M-V/def2-TZVPD", "multiplicity": 3, "s2": 2.011, "e_lumo_ev": [-2.78, -3.78], "energy_ha": -3536.1813, "total_charge": 1, "de_lowest_ev": 0.069, "symbols": ["Au", "O", "C", "C", "C", "C", "N", "C", "C", "C", "C", "C", "C", "O", "C", "C", "N", "H", "H", "H", "H", "H", "H", "H", "H", "H", "H", "H", "H", "C", "N", "C", "C", "S", "N", "C", "C", "H", "H", "H", "H", "H", "H", "H", "H", "H", "H", "H", "H", "C", "C", "O", "C", "F", "F", "F", "C", "F", "F", "F", "H", "H", "H", "C", "C", "C", "C", "C", "C", "C", "S", "O", "O", "N", "C", "C", "C", "O", "O", "H", "H", "H", "H", "H", "H", "H", "H", "H", "H", "H", "H"], "xyz": [[-0.5943, 0.1172, -0.2454], [2.9379, -4.9934, -3.4704], [1.6744, -4.6051, -3.9666], [1.1784, -3.4240, -3.1824], [-0.0581, -2.8668, -3.4809], [-0.5143, -1.8040, -2.7304], [0.2099, -1.2924, -1.7277], [1.4106, -1.8048, -1.4420], [1.9246, -2.8759, -2.1489], [2.1273, -1.1795, -0.2930], [3.4699, -1.3831, -0.0698], [4.0774, -0.8229, 1.0492], [5.5459, -1.0670, 1.3001], [5.7934, -2.4388, 1.5599], [3.2898, -0.0949, 1.9206], [1.9482, 0.0965, 1.6320], [1.3846, -0.4140, 0.5346], [3.2416, -5.7671, -3.9542], [0.9373, -5.4097, -3.8780], [1.7288, -4.3221, -5.0227], [-0.6848, -3.2529, -4.2746], [-1.4746, -1.3410, -2.9171], [2.8821, -3.3061, -1.8982], [4.0531, -1.9821, -0.7561], [5.9024, -0.4218, 2.1055], [6.1153, -0.8265, 0.4033], [5.5187, -2.6461, 2.4594], [3.7038, 0.3485, 2.8174], [1.3116, 0.6837, 2.2755], [-5.0866, 1.6691, -0.3244], [-3.7674, 2.3023, -0.2280], [-3.2645, 2.8259, -1.5012], [-2.9653, 2.1062, 0.8092], [-1.2299, 2.3250, 0.5992], [-3.4541, 1.8532, 2.0235], [-4.7380, 2.3875, 2.4796], [-2.6105, 1.3099, 3.0931], [-5.1084, 1.0950, -1.2502], [-5.8832, 2.4125, -0.3496], [-5.2434, 0.9902, 0.5069], [-4.1225, 3.2004, -2.0546], [-2.7817, 2.0304, -2.0704], [-2.5675, 3.6407, -1.3293], [-5.1329, 3.0934, 1.7561], [-4.5598, 2.9164, 3.4155], [-5.4658, 1.5961, 2.6588], [-1.8439, 0.6701, 2.6737], [-3.2461, 0.7042, 3.7367], [-2.1600, 2.1163, 3.6717], [1.9394, 4.5821, 2.0432], [0.7397, 3.8252, 2.6057], [0.5089, 2.6686, 1.8721], [1.0589, 3.3624, 4.0490], [2.1083, 2.5135, 4.0074], [0.0437, 2.6953, 4.6094], [1.3959, 4.3575, 4.8700], [-0.4827, 4.7709, 2.6044], [-1.6049, 4.1723, 3.0361], [-0.7271, 5.2091, 1.3620], [-0.2779, 5.8389, 3.3741], [2.7873, 3.9023, 1.9939], [2.2024, 5.4384, 2.6624], [1.7056, 4.9214, 1.0370], [-7.7897, -5.7867, -7.8110], [-6.8559, -5.0719, -6.8723], [-5.6860, -5.6852, -6.4302], [-4.8152, -5.0292, -5.5765], [-5.1306, -3.7423, -5.1560], [-6.2862, -3.1018, -5.5871], [-7.1372, -3.7748, -6.4455], [-4.0736, -2.9319, -4.0368], [-2.7342, -3.4361, -4.2276], [-4.2843, -1.5125, -4.0744], [-4.6752, -3.4627, -2.5823], [-3.9016, -2.9313, -1.4381], [-4.3800, -1.5438, -0.9816], [-3.1679, -0.8712, -0.3896], [-2.7612, -1.1241, 0.7430], [-2.5254, -0.0970, -1.2203], [-7.7131, -6.8672, -7.6988], [-7.5502, -5.5440, -8.8484], [-8.8241, -5.4941, -7.6359], [-5.4507, -6.6879, -6.7662], [-3.8940, -5.4974, -5.2539], [-6.5007, -2.0948, -5.2571], [-8.0391, -3.2857, -6.7934], [-4.6106, -4.4775, -2.6102], [-2.8363, -2.9019, -1.6854], [-4.0170, -3.6375, -0.6192], [-5.1755, -1.6446, -0.2449], [-4.7304, -0.9718, -1.8375]], "mulliken_spin": [0.500, 0.000, 0.000, 0.001, 0.005, -0.003, 0.090, 0.001, 0.000, 0.029, -0.001, 0.004, -0.001, 0.000, -0.001, -0.006, 0.083, 0.000, 0.000, 0.000, 0.001, 0.002, 0.001, 0.001, 0.000, 0.000, 0.000, 0.000, 0.002, 0.002, 0.018, 0.009, 0.035, 0.602, 0.013, -0.002, 0.012, 0.002, 0.001, 0.000, 0.001, -0.012, -0.002, 0.001, -0.001, 0.000, -0.004, 0.001, -0.001, 0.025, 0.016, 0.440, -0.005, 0.001, -0.002, 0.001, -0.014, 0.004, 0.003, 0.001, -0.004, 0.004, 0.001, 0.000, 0.000, 0.000, 0.000, 0.000, 0.000, 0.000, 0.000, 0.000, 0.000, 0.000, -0.001, 0.012, -0.006, 0.000, 0.137, 0.000, 0.000, 0.000, 0.000, 0.000, 0.000, 0.000, 0.000, 0.000, 0.000, 0.002, 0.000]}



Entry 2:
{"formula": "C41H60BrN7O7PW", "method": "ωB97M-V/def2-TZVPD", "multiplicity": 3, "s2": 2.014, "e_lumo_ev": [-2.94, -3.45], "energy_ha": -5490.5476, "total_charge": 1, "de_lowest_ev": 1.775, "symbols": ["W", "O", "C", "C", "O", "C", "C", "O", "C", "O", "O", "Br", "C", "C", "C", "C", "C", "N", "C", "O", "O", "H", "H", "H", "C", "N", "C", "C", "N", "C", "C", "N", "C", "C", "N", "C", "N", "C", "C", "C", "N", "C", "H", "H", "H", "H", "H", "H", "H", "H", "H", "H", "H", "H", "H", "H", "H", "H", "H", "H", "H", "H", "H", "H", "H", "H", "C", "C", "C", "C", "C", "C", "P", "C", "C", "C", "C", "C", "C", "C", "C", "C", "C", "C", "C", "H", "H", "H", "H", "H", "H", "H", "H", "H", "H", "H", "H", "H", "H", "H", "H", "H", "H", "H", "H", "H", "H", "H", "H", "H", "H", "H", "H", "H", "H", "H", "H", "H"], "xyz": [[-1.1585, 0.0905, 0.1598], [-0.4999, 3.2491, 5.3439], [-0.5972, 2.6383, 4.3280], [-0.4740, 3.2033, 2.9014], [-0.3784, 4.3619, 2.5909], [-0.5465, 2.0217, 2.0581], [-0.7869, 0.8741, 2.7858], [-0.9411, -0.1884, 2.0104], [-0.8642, 1.1148, 4.2143], [-1.1097, 0.3683, 5.1261], [-0.4748, 1.8156, 0.7573], [-1.4870, -2.6325, 3.4636], [-2.0154, -3.1066, 1.6923], [-2.5586, -4.3755, 1.6417], [-3.0758, -4.8622, 0.4535], [-3.0503, -4.0203, -0.6304], [-2.4804, -2.7672, -0.5048], [-1.9035, -2.2700, 0.6303], [-2.5158, -1.8446, -1.6458], [-2.9451, -2.0907, -2.7390], [-1.9915, -0.6858, -1.3175], [-2.5905, -4.9661, 2.5446], [-3.5023, -5.8544, 0.4067], [-3.4666, -4.2807, -1.5941], [-5.5045, 3.6689, 0.5835], [-5.3353, 2.4047, 1.2919], [-6.5574, 1.9605, 1.9648], [-6.1896, 0.6061, 2.5345], [-4.9494, 0.3128, 1.8451], [-4.2856, -0.9126, 2.1634], [-4.4176, 1.3828, 1.1946], [-3.2274, 1.3801, 0.6138], [-2.8793, 2.6442, -0.0574], [-2.4521, 2.4581, -1.4978], [-1.2349, 1.6705, -1.6788], [-0.4290, 2.0446, -2.6220], [0.6789, 1.2739, -2.9959], [0.3711, -0.0869, -3.4283], [1.4481, 2.0221, -3.9941], [0.9166, 3.4411, -3.8551], [-0.4219, 3.2332, -3.3123], [-1.5410, 3.9447, -3.9183], [-6.4757, 4.0660, 0.8691], [-5.5130, 3.5429, -0.5008], [-4.7636, 4.4116, 0.8747], [-7.3747, 1.8898, 1.2412], [-6.8407, 2.6762, 2.7356], [-6.9360, -0.1606, 2.3246], [-6.0225, 0.6381, 3.6157], [-4.5429, -1.2053, 3.1815], [-3.2232, -0.7506, 2.1073], [-4.5881, -1.7122, 1.4801], [-2.1018, 3.1749, 0.4807], [-3.7172, 3.3171, -0.1075], [-2.3344, 3.4659, -1.8898], [-3.2601, 1.9540, -2.0401], [-0.0872, -0.6427, -2.6255], [1.2976, -0.5709, -3.7205], [-0.3091, -0.0928, -4.2888], [1.2602, 1.6242, -4.9976], [2.5160, 1.9603, -3.7878], [0.8806, 3.9736, -4.8027], [1.5191, 4.0199, -3.1498], [-1.2771, 4.1960, -4.9461], [-1.7695, 4.8752, -3.3946], [-2.4278, 3.3182, -3.9570], [4.4063, -2.4787, -3.1558], [4.7462, -1.0980, -2.5669], [3.5252, -0.4184, -1.9245], [2.7065, -1.4410, -1.1338], [2.1530, -2.5265, -2.1015], [2.9100, -2.5616, -3.4356], [1.4576, -0.7351, 0.1059], [1.5771, -2.0936, 1.4103], [1.1400, -3.4395, 0.8046], [1.0961, -4.5561, 1.8527], [2.4446, -4.6946, 2.5969], [3.4792, -3.7049, 2.0703], [2.9520, -2.2682, 2.1097], [2.3458, 0.7741, 0.8091], [2.2835, 1.9745, -0.1644], [2.5730, 3.2900, 0.5719], [3.6625, 3.1011, 1.6416], [4.5696, 1.9367, 1.2568], [3.7954, 0.6111, 1.3289], [4.6729, -3.2669, -2.4461], [4.9795, -2.6568, -4.0654], [5.1356, -0.4390, -3.3455], [5.5347, -1.2001, -1.8173], [2.9003, 0.0460, -2.6857], [3.9016, 0.3651, -1.2789], [3.4104, -1.9257, -0.4481], [1.0806, -2.4117, -2.2657], [2.2989, -3.5119, -1.6640], [2.6250, -1.7405, -4.0980], [2.6647, -3.4888, -3.9555], [0.8456, -1.8005, 2.1615], [1.8594, -3.7479, 0.0547], [0.1823, -3.3493, 0.2951], [0.8466, -5.4886, 1.3415], [0.3058, -4.3661, 2.5752], [2.8306, -5.7096, 2.4971], [2.2967, -4.5126, 3.6637], [3.7718, -3.9758, 1.0518], [4.3835, -3.7592, 2.6787], [3.7127, -1.6280, 1.6747], [2.8474, -1.9705, 3.1557], [1.7281, 1.0180, 1.6767], [1.3223, 2.0295, -0.6579], [3.0268, 1.8568, -0.9478], [1.6662, 3.6848, 1.0265], [2.9008, 4.0278, -0.1643], [3.2070, 2.8911, 2.6149], [4.2442, 4.0158, 1.7555], [5.4297, 1.8773, 1.9254], [4.9625, 2.1016, 0.2493], [3.7613, 0.3013, 2.3742], [4.3566, -0.1472, 0.7809]], "mulliken_spin": [1.337, 0.007, -0.002, 0.010, 0.017, 0.032, 0.031, 0.099, 0.010, 0.004, -0.014, 0.001, 0.027, -0.004, 0.009, -0.007, 0.043, -0.013, -0.036, 0.067, 0.026, 0.000, 0.000, 0.001, 0.000, 0.002, 0.000, 0.000, 0.002, 0.017, 0.028, 0.028, 0.091, -0.047, 0.006, -0.036, 0.005, 0.079, 0.000, -0.001, -0.001, 0.000, 0.000, 0.000, 0.000, 0.000, 0.000, 0.000, 0.000, -0.001, 0.024, -0.002, 0.004, -0.004, -0.001, -0.006, -0.040, -0.003, 0.002, 0.000, 0.000, 0.000, 0.000, 0.000, 0.000, 0.000, -0.001, 0.000, -0.006, -0.015, 0.027, 0.001, 0.194, -0.002, -0.001, -0.001, 0.000, 0.000, -0.004, -0.035, -0.009, 0.000, 0.000, 0.000, -0.003, 0.000, 0.000, 0.000, 0.000, 0.001, 0.002, 0.003, -0.008, 0.003, 0.000, 0.000, 0.014, 0.002, 0.008, 0.000, 0.000, 0.000, 0.000, 0.000, 0.000, 0.000, -0.001, 0.000, 0.041, 0.000, -0.002, 0.000, 0.000, 0.000, 0.000, 0.000, -0.001, 0.000]}